13
Properties=species:S:1:pos:R:3:nbo_charge:R:1 method="wB97M-V/def2-TZVPD" spin_multiplicity=1 homo_energy_ev=-9.375 lumo_ha=-0.0016 gap_ev=9.332
C -2.3679 -0.0149 -1.2961 -0.23
C 0.2352 1.2695 -0.9805 -0.63
C 0.9411 -0.0281 -0.3900 -0.58
O -0.4248 0.4243 1.9188 -0.95
S -3.2659 -0.0475 -0.0651 0.24
S 0.3353 -2.2993 1.5297 -0.28
S 0.8388 -0.1824 1.5700 1.16
H 0.8868 1.8709 -1.5455 0.22
H -0.6435 0.9282 -1.4545 0.23
H -0.1408 1.8670 -0.0940 0.22
H 1.9987 -0.0882 -0.6921 0.22
H 0.4143 -0.8185 -0.9258 0.23
H 1.1925 -2.8809 2.4251 0.15